(1)
70
Properties=species:S:1:pos:R:3 method="wB97M-V/def2-TZVPD" homo_lumo_gap_ev=7.58 e_homo_ev=-10.01 charge=+1
H -0.120 -1.177 -3.113
H -4.571 1.418 -2.453
H 5.870 -1.640 3.425
H 2.804 -0.565 -0.284
H -5.558 0.034 -0.166
H -2.880 -2.340 -2.429
O -1.486 0.040 -2.250
H -4.209 -0.324 -2.285
H -4.757 1.023 1.076
H -0.981 -4.055 0.166
C 3.831 -1.457 2.810
O -0.906 1.544 0.499
C 0.942 3.294 1.319
C 1.790 3.819 -3.120
C 4.856 -0.699 0.342
H 3.019 2.794 1.098
C -2.590 -2.268 3.007
H -2.142 1.942 -2.378
S -0.420 2.917 0.127
C 0.978 3.887 -2.002
H -1.534 -3.202 -3.231
S 1.205 -1.096 2.094
H -1.583 -0.907 -4.106
H 0.182 0.943 2.755
C -3.429 -2.778 2.055
N -4.674 -4.984 2.386
C -4.964 0.937 0.010
H 0.450 3.362 2.289
H 6.779 -0.900 1.253
H 3.420 -1.753 3.763
C 2.085 2.282 1.337
N -1.972 -3.584 5.107
C -1.213 -1.081 -3.090
C 5.712 -0.987 1.392
C 2.289 2.592 -3.536
C 2.983 -1.123 1.765
C 1.174 0.545 2.969
C 3.485 -0.776 0.526
H -5.515 1.816 -0.336
C 5.201 -1.388 2.618
C -2.486 0.951 -2.697
H 2.936 2.536 -4.398
H 1.280 4.287 1.031
C 1.119 1.491 -1.749
H 2.350 0.486 -3.185
S -1.789 -0.715 2.902
H 1.205 0.252 4.017
C 1.953 1.434 -2.856
H -2.479 -4.192 -0.791
C -3.849 0.691 -2.059
C -1.787 -2.387 -2.540
C 0.650 2.723 -1.324
O 0.591 -0.893 0.718
H 2.221 2.322 3.486
H 1.929 1.525 0.571
Y -1.643 -0.561 0.321
H 0.584 4.828 -1.652
H -0.913 -4.653 -1.520
H 3.240 1.121 2.723
H 0.831 0.586 -1.226
C -1.409 -3.963 -0.833
H 2.034 4.715 -3.668
H 5.251 -0.409 -0.618
C 2.251 1.579 2.685
H -2.572 0.933 -3.788
O -3.700 0.856 -0.653
C -4.104 -3.995 2.269
O -1.193 -2.618 -1.266
S -3.762 -2.035 0.516
C -2.291 -3.000 4.171

(2)
168
Properties=species:S:1:pos:R:3 method="wB97M-V/def2-TZVPD" homo_lumo_gap_ev="2.36 / 6.24" e_homo_ev="-1.93 / -5.82" charge=-1 s2=0.7506 spin_multiplicity=2
H -0.278 -0.695 -6.931
C -3.638 -3.907 -0.897
H 3.102 3.488 2.000
H 1.112 -2.416 -7.082
H -2.815 -0.180 8.521
H -4.391 -0.662 6.588
H -1.191 -0.871 -4.082
F 2.772 -2.419 4.859
H -1.325 0.720 8.088
H 3.080 -2.372 1.395
H 1.100 -1.797 -1.243
H 1.313 1.255 -2.171
C -1.665 5.794 0.559
C 4.073 -2.261 0.960
H -3.509 1.243 4.294
F -0.756 -5.148 -6.187
O -1.798 -4.831 2.196
H 4.330 5.522 7.050
H -3.680 -4.378 -3.905
H -2.658 -4.104 -1.332
C -1.583 -4.201 -6.486
C -0.740 -1.297 -3.186
C -4.292 -5.281 -0.543
H 1.543 -3.201 -8.629
H -3.220 6.451 2.684
H -1.288 -0.534 4.099
F 1.263 -3.967 -5.259
N 4.236 0.245 0.337
H 1.923 5.353 1.819
C -0.156 -0.315 -2.164
C -2.198 7.175 1.060
H -0.230 8.096 1.331
H -1.106 0.211 -2.068
O 5.035 -2.183 1.952
O -3.317 3.372 4.170
C 5.431 -3.427 2.597
H -3.656 -5.826 0.155
O -4.189 -4.187 -7.241
H -1.123 6.139 -0.322
C 3.476 5.233 4.830
H 4.276 0.268 1.346
H 4.612 -3.942 3.099
H -1.520 -1.107 7.782
C -2.033 -1.327 4.035
F 0.493 3.508 4.587
C -1.892 3.567 -0.225
C 0.429 -0.973 -0.999
H -0.359 -1.700 -9.388
H 5.805 -4.070 1.800
H 4.181 3.261 3.249
N -3.465 7.031 1.894
H -5.205 -4.280 -4.590
H -2.577 -3.564 0.956
O 1.569 -0.968 -8.631
O -5.301 -3.504 -2.780
F 1.268 -4.259 3.141
H -2.047 -1.563 2.971
H -2.586 7.820 0.271
O 2.172 -1.292 -4.520
H 6.174 -3.128 3.336
H -0.363 -1.496 -0.464
H 0.164 -0.138 1.807
F 2.788 -5.126 -4.067
C -2.162 -0.209 -8.051
H 2.601 2.981 3.415
C 0.166 -0.790 -9.098
O -0.136 -6.595 1.881
N -0.269 1.183 -7.694
C 0.892 -3.993 1.892
O 2.979 1.434 4.918
C 5.602 -1.442 -0.906
H 2.103 6.708 2.544
F -1.901 -3.390 -5.526
C -0.620 2.879 4.354
S 3.538 0.153 4.361
H -3.883 7.871 2.268
F -0.599 2.456 3.101
H -2.479 -1.185 -8.417
H -1.559 -1.789 -2.661
H 0.262 0.000 -9.843
S 3.118 -2.443 -4.267
C -1.974 -0.117 7.831
H 3.329 6.296 5.021
H -2.749 -0.048 -7.147
H -5.355 -2.727 -0.986
H 5.741 -2.517 -0.788
O -3.538 -6.219 -6.113
H 5.984 4.750 6.884
H 2.737 4.657 5.388
H -0.377 0.955 0.582
S -2.118 4.133 4.534
C -3.413 -0.959 4.551
H -0.694 1.612 -6.884
C 1.651 -2.301 -8.023
Br -2.127 1.844 -4.446
F 2.740 -1.184 6.622
F 1.896 -4.239 0.979
F 1.229 -4.027 -2.892
H -4.123 6.502 1.339
H 1.139 5.384 3.365
F 0.293 -2.749 1.777
O 3.688 -2.250 -2.936
H -4.152 -2.079 -2.031
O -2.599 4.725 0.281
H -5.160 -5.189 0.110
H -2.402 3.061 -1.045
C -4.591 -3.022 -1.705
H 5.012 0.756 -0.060
C -3.472 -0.990 6.103
O 3.322 -0.048 2.871
H 4.104 -3.218 0.437
N 3.268 3.608 2.989
C -0.650 -0.274 -7.865
H 3.396 -1.199 -0.806
H -0.860 3.731 -0.535
H 2.609 -2.554 -7.570
H -1.054 5.408 1.375
H -4.186 -3.302 1.170
O 4.084 -2.646 -5.329
C -4.524 -3.692 -3.974
S -3.151 -5.190 -7.073
O 1.220 -0.181 -0.083
H -4.418 -6.030 -1.325
C 4.924 4.709 6.633
C 0.524 0.523 1.019
O 4.694 4.750 5.174
Br 2.482 3.390 -0.733
H 1.166 1.296 1.441
O -2.188 4.557 5.938
O -1.938 5.262 3.610
H 4.225 5.371 2.846
H 4.369 3.844 6.996
H -3.215 -2.270 0.393
N 0.834 0.660 -2.832
H -3.287 -2.012 6.436
F -0.983 -3.518 -7.467
N -3.963 0.389 4.001
O -2.581 0.100 6.556
H -0.749 7.314 2.681
N -3.426 -3.251 0.507
H -0.030 -2.054 -3.520
O -2.737 -5.858 -8.334
H -4.191 -1.617 4.164
C 2.444 -1.204 5.314
H 3.455 0.868 0.189
C 2.060 5.665 2.855
C 2.009 -4.033 -4.100
C 3.315 5.049 3.353
H -3.987 0.328 2.994
O -0.863 -5.101 0.046
F 1.084 -1.048 5.120
H -1.722 -2.195 4.617
H 1.506 0.230 -3.451
H 0.713 1.392 -7.796
H 0.255 1.292 -3.365
F -0.681 1.797 5.128
C 4.268 -1.217 -0.153
H 5.477 -1.292 -1.978
H -0.539 1.740 -8.492
H -2.005 2.793 0.534
S -0.626 -5.267 1.507
O 4.933 -0.114 4.756
H -4.901 0.447 4.371
C -1.166 7.871 1.843
H -2.435 0.420 -8.899
H -4.416 -2.879 -4.692
H 6.593 -1.017 -0.745
H -1.681 8.743 2.247

The E_tot results, record by record, are as follows: -85078.8305; -326075.7825 eV.